{
  "formula": "C4H8NS",
  "method": "ωB97M-V with the def2-TZVPD basis set",
  "e_homo_ev": -13.399,
  "lumo_energy_ev": -3.8,
  "homo_lumo_gap_ev": 9.6,
  "largest_force_ev_per_a": 3.5,
  "total_charge": 1,
  "symbols": ["C", "C", "C", "C", "N", "S", "H", "H", "H", "H", "H", "H", "H", "H"],
  "positions_angstrom": [[-0.6617, -0.1340, -0.1199], [-1.3315, -1.1538, -0.5742], [-1.1121, 1.3098, -0.2157], [0.4999, 0.0342, 0.8084], [1.8622, -0.3421, 0.1754], [0.2838, 1.9423, 0.7032], [-0.8770, -2.0503, -0.2693], [-2.2582, -1.2478, -1.1408], [-1.2731, 1.7187, -1.2817], [-2.1356, 1.6003, 0.1917], [0.4850, -0.2974, 1.8242], [2.2393, -1.2697, 0.2462], [2.6711, 0.2124, 0.4402], [1.6078, -0.3225, -0.7876]]
}

=====

{
  "formula": "C4H8NS",
  "method": "ωB97M-V with the def2-TZVPD basis set",
  "e_homo_ev": -13.132,
  "lumo_energy_ev": -4.5,
  "homo_lumo_gap_ev": 8.7,
  "largest_force_ev_per_a": 4.1,
  "total_charge": 1,
  "symbols": ["C", "C", "C", "C", "N", "S", "H", "H", "H", "H", "H", "H", "H", "H"],
  "positions_angstrom": [[0.5860, 0.0791, 3.0797], [1.3232, -0.1759, 2.1761], [-1.2508, -0.0451, -0.6864], [1.0444, -0.4105, -0.9503], [-0.1623, 0.7069, -1.2830], [-0.3303, -1.6367, -0.2490], [0.0784, 0.5196, 3.8839], [-0.2684, -1.4921, 1.2412], [2.1121, -0.2094, 1.4783], [-1.8767, 0.3799, 0.2096], [-2.0372, -0.1726, -1.4080], [1.3441, -0.8701, -1.9114], [-0.0758, 0.8405, -2.3874], [0.1714, 1.6130, -0.8307]]
}

=====

{
  "formula": "C4H8NS",
  "method": "ωB97M-V with the def2-TZVPD basis set",
  "e_homo_ev": -13.205,
  "lumo_energy_ev": -3.4,
  "homo_lumo_gap_ev": 9.8,
  "largest_force_ev_per_a": 5.5,
  "total_charge": 1,
  "symbols": ["C", "C", "C", "C", "N", "S", "H", "H", "H", "H", "H", "H", "H", "H"],
  "positions_angstrom": [[1.7250, -0.4282, 2.1504], [0.5961, -0.2822, 2.4703], [-1.1576, 0.7236, -0.5253], [-0.4563, -0.0364, -1.3906], [0.6838, -0.6191, -0.8707], [-2.5688, 1.6135, -0.8186], [2.7706, -0.5041, 1.9855], [-2.7984, 1.0845, -1.9648], [-0.3258, -0.1574, 2.9396], [-0.7071, 0.5921, 0.4625], [-0.7421, 0.1898, -2.4331], [0.6853, -0.4248, 0.1660], [1.4844, -0.1904, -1.2090], [0.8109, -1.5609, -0.9620]]
}

=====

{
  "formula": "C4H8NS",
  "method": "ωB97M-V with the def2-TZVPD basis set",
  "e_homo_ev": -13.586,
  "smiles": "C=[N+](C)[C@H]1CS1",
  "lumo_energy_ev": -5.2,
  "homo_lumo_gap_ev": 8.4,
  "largest_force_ev_per_a": 4.2,
  "total_charge": 1,
  "symbols": ["C", "N", "C", "C", "C", "S", "H", "H", "H", "H", "H", "H", "H", "H"],
  "positions_angstrom": [[-0.5433, 0.7206, -1.2211], [-0.2725, 0.3542, -0.0279], [-1.1263, 1.0394, 1.1331], [0.7184, -0.5934, 0.4296], [1.2895, -1.5665, -0.5252], [2.3900, -0.2093, -0.2496], [-1.4416, 1.2933, -1.5077], [0.2335, 0.3225, -2.0803], [-2.1721, 0.6779, 1.1710], [-1.3043, 2.0940, 1.0670], [-0.8058, 0.7052, 2.1104], [0.5900, -0.7826, 1.5270], [1.5648, -2.5337, -0.2132], [0.8797, -1.5216, -1.6132]]
}

=====

{
  "formula": "C4H8O",
  "method": "ωB97M-V with the def2-TZVPD basis set",
  "e_homo_ev": -10.095,
  "smiles": "C=C1CC1.O",
  "lumo_energy_ev": 1.0,
  "homo_lumo_gap_ev": 11.1,
  "largest_force_ev_per_a": 0.3,
  "total_charge": 0,
  "symbols": ["C", "C", "C", "C", "H", "H", "H", "H", "H", "H", "O", "H", "H"],
  "positions_angstrom": [[-0.6857, -0.0930, 1.2404], [-0.1560, -0.5668, 0.1285], [-0.3529, -1.1410, -1.2048], [1.0377, -1.0229, -0.5838], [-1.7559, 0.0444, 1.3519], [-0.0655, 0.1684, 2.0915], [-0.8074, -2.1249, -1.2702], [-0.5852, -0.4865, -2.0389], [1.5267, -1.9268, -0.2343], [1.7119, -0.2863, -1.0096], [-0.0132, 2.7925, 0.2734], [0.4705, 2.7544, 1.1094], [-0.3250, 1.8883, 0.1466]]
}

=====

{
  "formula": "C4H8O",
  "method": "ωB97M-V with the def2-TZVPD basis set",
  "e_homo_ev": -7.725,
  "lumo_energy_ev": 1.2,
  "homo_lumo_gap_ev": 8.9,
  "largest_force_ev_per_a": 2.8,
  "total_charge": 0,
  "symbols": ["C", "C", "C", "C", "O", "H", "H", "H", "H", "H", "H", "H", "H"],
  "positions_angstrom": [[1.3647, -0.5121, 1.0520], [0.0706, 0.2526, 0.8643], [-0.5685, -0.7096, -1.0703], [-1.4221, 0.4616, -1.2554], [-0.1941, 0.8947, -0.6585], [1.7097, -0.4000, 2.0840], [1.2700, -1.5679, 0.8221], [2.1389, -0.0885, 0.4226], [0.1543, 1.2450, 1.2878], [-0.8038, -0.2710, 1.2639], [0.0733, -0.8246, -1.9506], [-1.4901, 0.9174, -2.2336], [-2.3028, 0.6024, -0.6282]]
}

=====

{
  "formula": "C4H8O",
  "method": "ωB97M-V with the def2-TZVPD basis set",
  "e_homo_ev": -9.850,
  "smiles": "CCCC=O",
  "lumo_energy_ev": 1.1,
  "homo_lumo_gap_ev": 10.9,
  "largest_force_ev_per_a": 0.5,
  "total_charge": 0,
  "symbols": ["C", "C", "C", "C", "O", "H", "H", "H", "H", "H", "H", "H", "H"],
  "positions_angstrom": [[1.3054, -0.2309, -1.2202], [0.4040, 0.5166, -0.2426], [-0.6140, -0.3845, 0.4466], [-1.5159, 0.3692, 1.3930], [-1.3445, 1.5205, 1.7172], [0.7218, -0.7268, -2.0052], [1.9002, -0.9992, -0.7121], [2.0020, 0.4580, -1.7094], [1.0062, 1.0173, 0.5232], [-0.1353, 1.3156, -0.7649], [-1.2431, -0.9205, -0.2794], [-0.1169, -1.1734, 1.0336], [-2.3770, -0.2038, 1.8004]]
}

=====

{
  "formula": "C4H8O",
  "method": "ωB97M-V with the def2-TZVPD basis set",
  "e_homo_ev": [-8.096, -6.607],
  "lumo_energy_ev": [1.0, 0.0],
  "homo_lumo_gap_ev": [9.0, 6.6],
  "largest_force_ev_per_a": 2.4,
  "total_charge": 0,
  "symbols": ["C", "C", "C", "C", "O", "H", "H", "H", "H", "H", "H", "H", "H"],
  "positions_angstrom": [[1.3421, -0.0524, -0.3322], [-0.0162, 0.4830, -0.1921], [-0.4945, 0.7675, 1.2316], [-0.8295, -0.5200, -0.9318], [-0.6628, -1.8310, -0.9250], [1.8449, -0.4903, 0.5283], [0.1845, -1.9627, -0.4331], [1.8912, 0.0433, -1.2598], [-0.1527, 1.3914, -0.8010], [-1.5216, 1.1479, 1.2479], [0.1742, 1.5117, 1.6786], [-0.4506, -0.1417, 1.8407], [-1.5892, -0.2209, -1.6581]]
}

=====

{
  "formula": "C4H8O",
  "method": "ωB97M-V with the def2-TZVPD basis set",
  "e_homo_ev": -9.168,
  "lumo_energy_ev": 1.0,
  "homo_lumo_gap_ev": 10.1,
  "largest_force_ev_per_a": 3.5,
  "total_charge": 0,
  "symbols": ["C", "C", "C", "O", "C", "H", "H", "H", "H", "H", "H", "H", "H"],
  "positions_angstrom": [[0.7485, 0.6497, 0.0053], [-0.7993, 0.8649, 0.0940], [-1.2372, -0.5561, -0.3558], [-0.2473, -1.4787, 0.1395], [0.9512, -0.7555, 0.3729], [1.0381, 0.8659, -1.0206], [1.9067, 0.7759, 0.4028], [-1.1890, 1.6264, -0.5949], [-1.1736, 1.0752, 1.0973], [-2.2125, -0.8554, 0.0555], [-1.2881, -0.6492, -1.4502], [1.2966, -1.0370, 1.3591], [2.2237, -0.5390, -0.0322]]
}

=====

no.,E_tot (a.u.)
1,-609.8255
2,-609.6414
3,-609.7589
4,-609.8094
5,-232.3730
6,-232.2392
7,-232.4359
8,-232.3068
9,-232.2961